(1)
Below is C9H10O6Zn as an isolated structure, with properties calculated with ωB97M-V/def2-TZVPD.

Cartesian coordinates (Å):
1 Zn -0.001 0.000 -0.990
2 O -2.003 2.486 -1.991
3 O -2.529 -2.010 -1.614
4 O 0.000 0.000 -7.152
5 O 2.001 -2.486 -1.993
6 O 2.540 2.020 -1.613
7 O 0.000 0.000 0.925
8 C -1.271 1.602 -1.801
9 C -1.647 -1.288 -1.624
10 C 1.633 1.278 -1.625
11 C -0.001 0.000 -5.990
12 C 1.453 -1.569 2.091
13 C -0.011 1.343 1.668
14 C -1.452 1.570 2.093
15 C 0.012 -1.344 1.668
16 C 1.270 -1.603 -1.802
17 H -0.799 -1.280 2.392
18 H -1.753 0.707 2.739
19 H -0.330 -2.042 0.902
20 H 2.096 -1.582 1.163
21 H 0.800 1.280 2.391
22 H -2.096 1.583 1.164
23 H 1.439 -2.508 2.679
24 H 0.330 2.042 0.901
25 H -1.438 2.508 2.680
26 H 1.755 -0.708 2.738

Cartesian forces, eV/Å:
Zn -0.1 -0.1 -0.1
O 3.7 -4.5 0.8
O 2.7 2.3 -0.2
O 0.0 0.0 4.8
O -3.6 4.4 0.8
O -5.2 -4.3 -0.3
O 0.0 0.0 -0.2
C -4.2 5.1 -0.8
C -3.4 -2.8 0.3
C 5.9 4.9 0.3
C 0.0 0.0 -4.7
C -0.6 0.5 0.1
C -0.3 -1.4 -0.9
C 0.7 -0.5 0.1
C 0.3 1.4 -0.9
C 4.1 -5.0 -0.8
H 0.5 0.0 0.4
H 0.0 1.0 -0.4
H 0.1 -0.1 0.0
H -0.5 -0.3 1.2
H -0.5 0.0 0.4
H 0.5 0.3 1.2
H 0.6 0.4 -0.4
H -0.1 0.1 0.0
H -0.6 -0.4 -0.4
H 0.0 -1.0 -0.4

Multiplicity   1
Total charge   +2
F_max   7.67 eV Å⁻¹
LUMO energy   -8.99 eV



(2)
Below is the molecule ClH4N2OP, with properties calculated with ωB97M-V/def2-TZVPD.

Cartesian coordinates (Å):
1 Cl -2.703 -0.048 0.306
2 P 0.120 0.633 -0.731
3 O -0.031 1.805 0.337
4 N -1.157 -0.831 0.021
5 N 1.582 -0.076 -0.227
6 H 1.674 -0.879 -0.885
7 H 1.502 -0.602 0.697
8 H -1.189 -1.446 -0.753
9 H 0.203 1.444 1.235

Cartesian forces, eV/Å:
Cl 0.4 -0.6 -0.5
P -1.3 -1.7 -0.1
O 0.1 -0.7 1.8
N 2.1 3.3 1.0
N -0.6 -2.4 0.6
H 0.5 0.7 0.3
H 0.1 1.1 -1.2
H -0.9 -0.7 -1.2
H -0.4 0.9 -0.9

Multiplicity   1
Energy above the lowest of the compared OMol25 structures with the same formula, charge and spin   3.233 eV
F_max   4.09 eV Å⁻¹
LUMO energy   0.66 eV



The records above yield HOMO values of -18.7, -9.0 eV, respectively.
The records above yield E values of -2579.0001, -988.6721 Eh, respectively.
The records above yield orbital gap values of 9.67, 9.61 eV, respectively.